# 1
Entry from the OMol25 dataset: a molecular structure, C6H12O (the ωB97M-V functional and the def2-TZVPD basis).

As for the orbital gap: 0.3542 Ha. As for the energy above the lowest of the compared OMol25 structures with the same formula, charge and spin: 70.1 kcal per mole.

ORCA input file:
```
! RIJCOSX wB97M-V def2-TZVPD def2/J DEFGRID3
* xyz 0 1
C 2.973 0.227 0.390
C 1.538 -0.295 0.430
C 0.555 0.809 0.030
C -0.876 0.413 -0.106
C -1.635 -0.668 -0.846
O -2.876 0.009 -0.477
C -2.075 0.930 0.179
H 3.216 0.602 -0.611
H 3.115 1.055 1.094
H 3.704 -0.547 0.639
H 1.303 -0.671 1.432
H 1.434 -1.147 -0.253
H 0.916 1.238 -0.918
H 0.618 1.619 0.766
H -2.913 -1.712 1.870
H -1.601 -1.675 -0.416
H -1.547 -0.724 -1.935
H -2.527 1.770 0.700
H -3.319 -1.293 1.404
*
```

Atom charges from the Löwdin analysis, given in e for atoms 1 to 4: atom 1 (C): -0.1238, atom 2 (C): -0.2686, atom 3 (C): -0.1822, atom 4 (C): -0.1903



# 2
Entry from the OMol25 dataset: 10 unconnected molecules or ions with the total composition C50H110F15N5O20 (the ωB97M-V functional and the def2-TZVPD basis).

As for the orbital gap: 0.1095 Ha. As for the energy above the lowest of the compared OMol25 structures with the same formula, charge and spin: 62.3 kcal per mole.

ORCA input file:
```
! RIJCOSX wB97M-V def2-TZVPD def2/J DEFGRID3
* xyz 0 1
C -0.129 2.602 -4.863
O 1.061 1.924 -5.297
O -0.713 1.878 -3.927
C 0.153 4.099 -4.597
F 1.415 4.265 -4.113
F 0.078 4.873 -5.709
F -0.677 4.691 -3.714
C 1.662 2.275 -6.548
C 2.937 1.448 -6.636
H 2.592 0.414 -6.559
H 3.442 1.623 -7.587
H 3.626 1.687 -5.833
H 1.908 3.331 -6.388
H 0.965 2.125 -7.379
H -0.770 2.570 -5.779
C 3.906 3.199 1.328
O 2.690 3.962 1.428
O 3.528 1.920 1.293
C 4.652 3.769 0.115
F 5.013 5.049 0.289
F 5.781 3.038 -0.057
F 3.916 3.722 -1.011
C 2.291 4.309 2.740
C 0.788 4.673 2.571
H 0.116 3.973 3.052
H 0.599 5.625 3.078
H 0.689 4.872 1.507
H 2.812 5.161 3.181
H 2.355 3.431 3.389
H 4.555 3.337 2.211
C -0.859 -2.505 -1.501
O -0.646 -3.391 -2.588
O 0.227 -1.718 -1.405
C -2.218 -1.816 -1.663
F -2.337 -1.359 -2.931
F -3.196 -2.732 -1.472
F -2.457 -0.802 -0.838
C -0.025 -4.641 -2.554
C -0.208 -5.234 -3.944
H -1.290 -5.267 -4.118
H 0.212 -4.801 -4.850
H 0.045 -6.301 -3.961
H -0.518 -5.322 -1.848
H 1.044 -4.534 -2.337
H -0.908 -3.121 -0.578
C -0.457 2.327 7.177
O 0.581 2.072 8.202
O -1.379 3.015 7.756
C 0.149 2.990 5.930
F -0.796 3.197 4.975
F 0.780 4.159 6.143
F 1.074 2.124 5.329
C 1.626 1.196 7.880
C 2.362 0.899 9.181
H 1.786 0.293 9.869
H 3.369 0.500 8.980
H 2.716 1.857 9.575
H 2.261 1.696 7.140
H 1.355 0.214 7.443
H -0.878 1.332 6.904
C -6.106 6.148 -2.692
O -4.818 6.448 -2.166
O -6.362 4.844 -2.693
C -7.203 7.188 -2.382
F -6.658 8.426 -2.210
F -7.998 7.368 -3.449
F -7.927 6.949 -1.287
C -4.647 6.386 -0.782
C -3.413 7.215 -0.427
H -2.847 6.819 0.414
H -2.690 7.107 -1.250
H -3.592 8.290 -0.443
H -4.398 5.390 -0.407
H -5.490 6.832 -0.250
H -5.880 6.340 -3.757
C -0.703 -5.486 3.953
O 0.186 -6.475 4.409
C 1.166 -6.001 5.289
C 2.071 -7.157 5.649
N 1.574 -7.838 6.920
H 2.211 -8.465 7.426
H 1.368 -7.152 7.662
C 0.352 -8.698 6.759
C -0.396 -8.790 8.074
O -0.830 -7.494 8.360
C -1.590 -7.327 9.562
H -0.297 -4.614 3.441
H -1.378 -5.134 4.745
H -1.371 -5.962 3.233
H 0.627 -5.578 6.148
H 1.867 -5.256 4.891
H 3.088 -6.919 5.957
H 2.130 -7.955 4.912
H 0.640 -9.659 6.313
H -0.174 -8.406 5.843
H 0.312 -9.303 8.746
H -1.297 -9.393 7.906
H -0.909 -7.525 10.396
H -2.405 -8.054 9.600
H -1.959 -6.310 9.603
C -2.277 4.187 -8.113
O -2.567 4.435 -6.754
C -3.594 3.609 -6.283
C -3.899 4.046 -4.858
N -4.845 3.016 -4.295
H -5.436 3.528 -3.613
H -5.476 2.641 -5.003
C -4.129 1.878 -3.657
C -5.086 0.732 -3.333
O -6.099 1.180 -2.449
C -5.702 1.674 -1.192
H -1.968 3.135 -8.187
H -1.368 4.720 -8.379
H -3.124 4.424 -8.758
H -3.417 2.538 -6.426
H -4.481 3.930 -6.855
H -4.438 4.986 -4.834
H -3.055 4.016 -4.174
H -3.688 2.213 -2.720
H -3.267 1.622 -4.276
H -4.480 -0.051 -2.870
H -5.705 0.431 -4.179
H -4.991 1.052 -0.620
H -6.533 1.659 -0.488
H -5.294 2.682 -1.302
C 2.992 -6.375 2.102
O 2.830 -4.978 2.083
C 2.779 -4.382 0.815
C 2.729 -2.896 1.082
N 4.042 -2.596 1.761
H 3.908 -3.004 2.699
H 4.822 -3.045 1.289
C 4.238 -1.140 2.039
C 4.450 -0.926 3.523
O 3.523 -1.765 4.196
C 2.830 -1.207 5.306
H 3.506 -6.669 3.026
H 3.877 -6.655 1.498
H 2.131 -6.961 1.788
H 1.898 -4.708 0.272
H 3.574 -4.498 0.059
H 1.910 -2.687 1.773
H 2.577 -2.209 0.255
H 3.391 -0.575 1.654
H 5.096 -0.784 1.471
H 4.413 0.145 3.716
H 5.429 -1.371 3.752
H 2.349 -0.247 5.104
H 3.492 -1.176 6.167
H 1.969 -1.855 5.466
C 1.633 -2.243 -8.067
O 1.089 -2.390 -6.761
C 0.057 -1.478 -6.487
C -0.278 -1.473 -5.007
N 0.811 -0.893 -4.164
H 0.958 0.116 -4.334
H 0.437 -0.926 -3.183
C 2.059 -1.695 -3.978
C 3.063 -0.979 -3.083
O 2.891 0.396 -3.343
C 3.798 1.183 -2.605
H 2.291 -3.105 -8.160
H 2.128 -1.296 -8.325
H 0.833 -2.255 -8.827
H -0.911 -1.679 -6.975
H 0.288 -0.454 -6.815
H -0.530 -2.452 -4.622
H -1.089 -0.756 -4.887
H 2.559 -1.727 -4.943
H 1.701 -2.682 -3.702
H 4.084 -1.327 -3.270
H 2.810 -1.139 -2.021
H 4.833 0.820 -2.611
H 3.615 1.092 -1.515
H 3.627 2.236 -2.798
C -1.849 4.116 -0.807
O -0.996 3.095 -0.320
C 0.277 3.029 -0.936
C 0.556 1.550 -1.115
N 0.820 0.937 0.223
H 0.714 -0.089 0.119
H 1.745 1.168 0.613
C -0.138 1.170 1.380
C 0.218 0.196 2.463
O -0.124 -1.150 2.217
C -1.503 -1.435 2.270
H -1.898 3.972 -1.897
H -1.348 5.087 -0.732
H -2.833 4.090 -0.362
H 1.039 3.469 -0.284
H 0.235 3.475 -1.931
H 1.428 1.346 -1.738
H -0.241 1.053 -1.665
H -1.107 1.029 0.906
H -0.023 2.165 1.803
H -0.177 0.476 3.448
H 1.295 0.262 2.668
H -1.690 -2.479 2.022
H -2.020 -0.880 1.485
H -1.883 -1.246 3.279
*
```

Atom charges from the Löwdin analysis, given in e for atoms 1 to 4: atom 1 (C): -0.4947, atom 2 (O): -0.1539, atom 3 (O): -0.1486, atom 4 (C): -0.5180